Density functional theory data (ωB97M-V/def2-TZVPD) for an isolated molecule of CHNO2S in a non-equilibrium geometry.

Each atom is followed by the atoms it is bonded to, with distances in Å.
Geometry (Å):
1 N 0.77966 -1.87769 2.53585  C2 1.143
2 C 0.23922 -0.87446 2.44928  N1 1.143, S3 1.635
3 S -0.46540 0.60064 2.40404  C2 1.635, O4 1.992
4 O -0.40064 0.90733 0.43679  S3 1.992, O5 1.379
5 O 0.80049 1.50991 0.12558  O4 1.379, H6 0.968
6 H 1.51591 0.88163 0.29999  O5 0.968

SMILES string: N#CSOO
Charge: 0
F_max (eV Å⁻¹): 3.43
HOMO energy (eV): -10.70
ΔE to the lowest compared entry with this formula, charge and spin (kcal/mol): 85.1